{
  "formula": "C18H42ClN3O6PdSi",
  "method": "the ωB97M-V functional and the def2-TZVPD basis",
  "total_charge": -2,
  "homo_energy_ha": -0.011,
  "relative_energy_kj_mol": 0.00,
  "gap_ev": 4.84,
  "e_tot_ha": -2204.5846,
  "elements": ["Pd", "N", "C", "C", "N", "C", "C", "N", "H", "H", "H", "H", "H", "H", "H", "H", "H", "H", "H", "H", "H", "C", "C", "C", "C", "O", "Si", "O", "O", "C", "C", "C", "C", "O", "C", "C", "C", "C", "H", "H", "H", "H", "H", "H", "H", "H", "H", "H", "H", "H", "H", "H", "H", "H", "H", "H", "H", "H", "H", "H", "H", "H", "H", "H", "H", "Cl", "C", "C", "O", "O", "H", "H"],
  "positions_angstrom": [[0.184, -2.231, -1.230], [1.406, -5.530, -1.834], [2.718, -5.580, -1.204], [3.143, -4.332, -0.437], [3.236, -3.178, -1.318], [3.721, -1.986, -0.637], [3.210, -0.755, -1.382], [1.748, -0.681, -1.359], [0.695, -5.283, -1.147], [1.374, -4.744, -2.474], [3.468, -5.768, -1.979], [2.742, -6.439, -0.523], [4.130, -4.506, 0.013], [2.431, -4.152, 0.384], [2.279, -2.854, -1.528], [4.817, -1.976, -0.584], [3.344, -1.928, 0.399], [3.547, -0.806, -2.419], [3.662, 0.139, -0.931], [1.348, -0.134, -2.114], [1.395, -0.220, -0.524], [1.585, 3.181, -1.214], [0.519, 4.075, -0.575], [-0.106, 4.972, -1.645], [1.155, 4.927, 0.527], [-0.531, 3.348, 0.018], [-0.660, 1.675, 0.199], [-0.494, 0.856, -1.107], [-2.096, 1.564, 1.047], [-3.422, 1.572, 0.548], [-3.547, 0.829, -0.782], [-4.273, 0.869, 1.605], [-3.873, 3.027, 0.392], [0.500, 1.383, 1.386], [0.458, 0.486, 2.485], [-0.200, 1.209, 3.665], [-0.295, -0.803, 2.167], [1.914, 0.165, 2.815], [2.364, 3.797, -1.673], [1.127, 2.533, -1.963], [2.043, 2.539, -0.455], [0.644, 5.614, -2.118], [-0.878, 5.602, -1.194], [-0.572, 4.346, -2.409], [1.957, 5.560, 0.132], [1.563, 4.265, 1.294], [0.394, 5.562, 0.987], [-3.112, -0.167, -0.690], [-2.993, 1.343, -1.569], [-4.598, 0.741, -1.067], [-3.981, -0.181, 1.675], [-5.335, 0.921, 1.351], [-4.117, 1.341, 2.578], [-3.191, 3.544, -0.285], [-3.844, 3.533, 1.360], [-4.890, 3.081, -0.007], [-1.220, 1.482, 3.389], [0.356, 2.120, 3.902], [-0.225, 0.567, 4.551], [-1.357, -0.595, 2.025], [-0.186, -1.516, 2.988], [0.074, -1.276, 1.249], [2.460, 1.090, 3.023], [2.386, -0.336, 1.967], [1.980, -0.494, 3.685], [-4.456, -3.431, -2.513], [-2.712, -3.241, -2.085], [-2.227, -4.154, -0.940], [-2.971, -5.005, -0.459], [-1.018, -3.912, -0.625], [-2.552, -2.200, -1.826], [-2.146, -3.467, -2.982]],
  "forces_ev_per_a": [[0.4, -0.3, 0.2], [0.0, 0.0, 0.1], [0.0, 0.0, 0.0], [0.0, 0.0, -0.1], [0.2, 0.5, 0.2], [0.0, 0.0, 0.0], [0.0, 0.0, 0.1], [-0.3, -0.1, 0.0], [-0.1, 0.0, 0.0], [0.0, 0.1, -0.1], [0.0, 0.0, 0.0], [0.0, 0.0, 0.0], [0.0, 0.0, 0.0], [0.0, 0.0, 0.0], [-0.4, -0.8, -0.3], [0.0, 0.0, 0.0], [0.0, 0.0, 0.0], [0.0, -0.1, 0.0], [0.0, 0.0, 0.0], [0.1, 0.1, 0.1], [0.0, 0.1, -0.1], [0.0, 0.0, 0.0], [0.0, 0.1, 0.0], [0.0, 0.0, 0.0], [0.0, 0.0, 0.0], [0.0, 0.0, 0.0], [0.1, 0.1, 0.1], [-0.1, 0.2, 0.0], [0.0, 0.0, 0.0], [-0.1, 0.0, 0.0], [0.1, 0.0, 0.0], [0.0, 0.0, 0.0], [0.0, 0.0, 0.0], [-0.1, -0.1, -0.1], [0.0, 0.1, 0.1], [0.0, -0.1, 0.0], [-0.1, 0.0, -0.1], [0.0, 0.0, 0.0], [0.0, 0.0, 0.0], [0.0, 0.0, 0.0], [0.0, 0.0, 0.0], [0.0, 0.0, 0.0], [0.0, 0.0, 0.0], [0.0, 0.0, 0.0], [0.0, 0.0, 0.0], [0.0, 0.0, 0.0], [0.0, 0.0, 0.0], [0.0, 0.0, 0.0], [0.0, 0.0, 0.0], [0.0, 0.0, 0.0], [0.0, 0.0, 0.0], [0.0, 0.0, 0.0], [0.0, 0.0, 0.0], [0.0, 0.0, 0.0], [0.0, 0.0, 0.0], [0.0, 0.0, 0.0], [0.0, 0.0, 0.0], [0.0, 0.0, 0.0], [0.0, 0.0, 0.0], [0.0, 0.0, 0.0], [0.0, 0.0, 0.0], [0.0, 0.0, 0.0], [0.0, 0.0, 0.0], [0.0, 0.0, 0.0], [0.0, 0.0, 0.0], [0.0, 0.0, 0.0], [0.0, -0.1, 0.1], [0.1, 0.1, 0.0], [0.0, 0.0, 0.0], [-0.2, 0.0, -0.1], [0.0, 0.1, 0.0], [0.1, 0.0, -0.1]],
  "lowdin_charge": [0.326, -0.008, -0.312, -0.275, -0.096, -0.274, -0.256, -0.075, 0.033, 0.032, 0.091, 0.091, 0.101, 0.107, 0.011, 0.101, 0.097, 0.106, 0.099, 0.055, 0.033, -0.054, -0.673, -0.044, -0.042, -0.123, 0.009, -0.305, -0.127, -0.658, -0.040, -0.042, -0.039, -0.126, -0.659, -0.037, -0.035, -0.039, 0.078, 0.073, 0.076, 0.072, 0.076, 0.086, 0.073, 0.080, 0.078, 0.078, 0.077, 0.082, 0.085, 0.076, 0.077, 0.074, 0.081, 0.075, 0.071, 0.078, 0.076, 0.073, 0.084, 0.049, 0.077, 0.066, 0.078, 0.455, -0.517, -0.765, -0.052, -0.204, 0.028, 0.053]
}

=====

{
  "formula": "C18H42CrN6O28S",
  "method": "the ωB97M-V functional and the def2-TZVPD basis",
  "multiplicity": 5,
  "homo_energy_ha": [-0.315, -0.355],
  "s2": 6.0113,
  "gap_ev": [8.49, 9.54],
  "e_tot_ha": -4588.4102,
  "elements": ["Cr", "S", "O", "O", "O", "O", "C", "O", "C", "O", "O", "C", "H", "H", "H", "H", "H", "H", "C", "O", "C", "O", "O", "C", "H", "H", "H", "H", "H", "H", "C", "O", "C", "O", "O", "C", "H", "H", "H", "H", "H", "H", "C", "O", "C", "O", "O", "C", "H", "H", "H", "H", "H", "H", "C", "N", "O", "O", "H", "H", "H", "C", "N", "O", "O", "H", "H", "H", "C", "N", "O", "O", "H", "H", "H", "C", "N", "O", "O", "H", "H", "H", "C", "N", "O", "O", "H", "H", "H", "C", "N", "O", "O", "H", "H", "H"],
  "positions_angstrom": [[1.264, 1.182, 0.684], [-0.673, -0.469, -0.232], [-1.861, 0.033, -0.930], [-0.684, -1.901, -0.039], [0.564, -0.019, -0.838], [-0.470, 0.261, 1.000], [-1.049, 3.451, -2.483], [0.307, 3.496, -2.918], [1.314, 3.021, -2.176], [1.181, 2.665, -0.975], [2.490, 2.869, -2.918], [2.621, 3.161, -4.335], [-1.585, 4.181, -3.089], [-1.076, 3.831, -1.462], [-1.427, 2.432, -2.567], [1.946, 2.524, -4.906], [3.646, 3.124, -4.704], [2.140, 4.117, -4.542], [5.300, -0.241, 1.526], [5.212, -0.696, 0.186], [4.013, -0.653, -0.389], [3.091, 0.016, 0.068], [3.975, -1.331, -1.549], [2.737, -1.360, -2.262], [6.147, -0.624, 2.095], [4.506, -0.624, 2.167], [5.306, 0.849, 1.563], [1.978, -1.834, -1.640], [2.685, -1.763, -3.273], [2.484, -0.302, -2.320], [0.877, 5.595, 1.475], [-0.188, 5.002, 2.199], [-0.337, 3.631, 2.349], [0.496, 2.785, 1.975], [-1.483, 3.353, 2.996], [-1.759, 2.025, 3.309], [1.891, 5.494, 1.862], [0.714, 6.661, 1.316], [0.784, 5.140, 0.489], [-2.721, 1.851, 3.792], [-0.960, 1.516, 3.848], [-1.747, 1.473, 2.369], [3.798, -0.347, 5.566], [3.434, 0.046, 4.300], [2.252, -0.325, 3.694], [1.904, 0.158, 2.578], [1.574, -1.287, 4.402], [0.294, -1.784, 3.910], [4.463, 0.419, 5.965], [4.485, -1.184, 5.448], [2.937, -0.577, 6.194], [-0.479, -1.016, 3.932], [0.021, -2.738, 4.361], [0.378, -1.983, 2.842], [-4.222, 0.034, -3.530], [-4.139, -1.454, -3.640], [-3.053, -1.927, -3.867], [-5.200, -2.026, -3.498], [-4.122, 0.270, -2.471], [-5.145, 0.294, -4.049], [-3.377, 0.547, -3.990], [1.754, -3.400, 0.824], [2.308, -4.808, 0.870], [1.994, -5.544, 1.777], [3.011, -5.191, -0.050], [2.444, -2.812, 1.428], [0.746, -3.542, 1.215], [1.755, -3.079, -0.218], [-3.070, -2.379, 1.859], [-3.207, -1.582, 3.112], [-3.554, -0.398, 3.045], [-3.077, -2.205, 4.211], [-3.047, -1.673, 1.029], [-3.954, -2.991, 1.683], [-2.189, -3.019, 1.900], [0.337, -0.468, -4.185], [0.957, -0.187, -5.526], [1.794, -0.925, -5.937], [0.506, 0.743, -6.182], [0.743, 0.146, -3.380], [0.552, -1.528, -4.052], [-0.735, -0.387, -4.361], [-2.491, -4.364, -1.697], [-2.025, -5.149, -0.482], [-1.058, -5.937, -0.504], [-2.623, -4.946, 0.553], [-2.209, -5.034, -2.509], [-1.876, -3.464, -1.714], [-3.539, -4.091, -1.577], [-3.949, 2.085, 0.426], [-4.002, 3.605, 0.694], [-4.687, 3.997, 1.612], [-3.351, 4.361, -0.012], [-4.482, 1.717, -0.451], [-4.330, 1.611, 1.331], [-2.898, 1.798, 0.405]],
  "forces_ev_per_a": [[-0.9, -0.6, -0.7], [-2.4, -0.9, -1.7], [0.1, -0.4, -0.1], [-0.2, -0.7, 0.0], [3.1, 0.4, -3.4], [-1.3, 1.6, 5.2], [0.0, 0.6, 1.0], [2.0, -0.3, -0.5], [-0.1, -1.2, 0.3], [1.2, 1.6, -3.5], [-1.1, 0.0, 2.2], [-2.3, 0.6, -0.2], [0.1, -0.4, -0.2], [-0.3, -0.4, 0.1], [-0.1, 0.1, 0.1], [0.4, -0.6, 0.0], [-0.1, -0.2, 0.7], [0.6, 0.4, 0.2], [-0.5, 0.4, 1.3], [0.2, -1.2, -0.6], [-0.8, 0.9, -0.5], [1.0, -0.7, -0.4], [1.5, -0.5, 1.0], [-1.2, 1.6, 0.9], [0.7, -0.1, -1.1], [-0.6, 0.3, -0.6], [-0.1, -0.1, 0.0], [0.0, 0.1, -0.2], [1.3, -0.4, 0.3], [-0.5, -0.1, -0.2], [0.1, -0.7, -1.7], [-1.2, -2.0, 1.7], [1.0, 0.4, -0.3], [-1.3, 1.8, 0.7], [1.5, 2.7, -0.6], [0.3, -2.6, -1.1], [-0.3, -0.5, 0.4], [-0.6, -0.1, 0.6], [0.7, 0.1, -0.2], [0.2, 0.8, 0.0], [0.1, 0.5, 0.5], [-0.3, -0.2, 0.0], [1.1, -1.0, 1.4], [-2.8, 0.7, -3.4], [-0.7, 0.1, -1.3], [1.4, -1.7, 4.4], [0.9, 1.4, -0.7], [0.1, 0.4, -1.7], [-0.5, 0.4, 0.2], [-0.4, -0.6, 0.3], [0.3, 0.0, 0.1], [0.1, 0.0, 0.7], [0.3, 0.5, 0.6], [0.3, 0.0, -0.1], [0.3, 0.3, -0.2], [-0.2, 1.4, -0.2], [0.2, -0.8, 0.0], [0.4, -0.6, 0.0], [-0.6, -0.1, 0.0], [0.0, 0.2, 0.6], [0.1, -0.6, -0.3], [0.2, -1.2, 0.0], [0.3, -0.9, -1.0], [-0.3, 0.6, 0.7], [0.1, 0.7, -0.1], [-0.4, 0.2, 0.1], [0.2, 0.6, 0.0], [-0.1, -0.1, 0.4], [0.0, 0.4, -0.6], [-1.0, -0.6, 2.5], [0.7, -1.7, -0.1], [0.0, 1.6, -2.8], [0.4, 0.0, 0.2], [0.0, 0.0, 0.7], [-0.2, 0.3, 0.1], [-0.3, -0.9, -0.8], [-1.4, 1.3, -0.1], [1.4, -1.2, -0.1], [0.0, 0.2, 0.5], [-0.2, 0.1, -0.3], [0.0, 0.2, 0.5], [0.1, 0.4, 0.4], [1.2, -0.8, 0.3], [1.2, -0.9, 1.1], [-1.5, 1.6, -1.2], [-0.5, 0.3, 0.0], [-0.5, 0.4, -0.3], [0.0, 0.0, 0.1], [0.2, -0.4, -0.1], [0.6, 0.2, 1.3], [-0.3, -0.2, -0.5], [0.0, -0.5, 0.0], [0.1, -0.7, -0.2], [0.1, 0.8, 0.0], [-0.3, 0.2, -0.2], [0.0, 0.2, -0.6]],
  "lowdin_charge": [0.851, 0.217, -0.335, -0.315, -0.405, -0.399, 0.005, -0.012, -0.435, 0.025, -0.017, -0.014, 0.106, 0.085, 0.098, 0.072, 0.104, 0.092, -0.029, 0.041, -0.520, 0.047, 0.041, -0.025, 0.103, 0.073, 0.110, 0.073, 0.098, 0.075, -0.036, 0.001, -0.431, 0.038, 0.032, -0.061, 0.100, 0.099, 0.084, 0.103, 0.102, 0.055, -0.068, -0.020, -0.410, 0.029, -0.011, 0.009, 0.102, 0.102, 0.106, 0.087, 0.111, 0.067, 0.045, -0.443, 0.064, 0.069, 0.079, 0.101, 0.088, 0.064, -0.440, 0.061, 0.054, 0.103, 0.083, 0.073, 0.031, -0.368, 0.039, 0.028, 0.080, 0.104, 0.081, 0.062, -0.448, 0.087, 0.037, 0.077, 0.099, 0.090, 0.061, -0.403, 0.042, 0.031, 0.100, 0.075, 0.097, 0.068, -0.416, 0.070, 0.037, 0.089, 0.082, 0.064]
}

=====

{
  "formula": "C18H42EuN3O2P2",
  "method": "the ωB97M-V functional and the def2-TZVPD basis",
  "multiplicity": 8,
  "total_charge": 1,
  "homo_energy_ha": [-0.334, -0.341],
  "s2": 15.7614,
  "gap_ev": [6.50, 6.66],
  "e_tot_ha": -2418.5816,
  "elements": ["Eu", "P", "P", "N", "C", "H", "H", "C", "H", "H", "C", "H", "H", "C", "H", "H", "C", "C", "H", "H", "H", "C", "C", "H", "H", "H", "C", "C", "H", "H", "H", "C", "C", "H", "H", "H", "C", "C", "H", "H", "H", "C", "H", "H", "H", "C", "H", "H", "H", "C", "H", "H", "H", "H", "H", "H", "H", "O", "H", "H", "N", "C", "N", "O", "H", "H", "H", "H"],
  "positions_angstrom": [[0.345, -0.095, -0.191], [-0.941, 0.372, -2.591], [1.077, -1.588, 2.017], [-1.212, -1.880, -0.270], [-2.151, -1.016, -2.459], [-3.082, -0.632, -2.896], [-1.777, -1.832, -3.106], [-2.422, -1.529, -1.006], [-3.012, -0.753, -0.459], [-3.114, -2.390, -1.125], [-1.516, -2.408, 1.056], [-2.170, -3.306, 1.018], [-2.079, -1.660, 1.665], [-0.253, -2.856, 1.865], [0.210, -3.755, 1.414], [-0.539, -3.098, 2.897], [0.787, -0.499, 3.478], [1.424, 0.897, 3.362], [1.107, 1.516, 4.214], [1.125, 1.434, 2.452], [2.517, 0.852, 3.376], [2.806, -2.174, 1.833], [3.870, -1.073, 1.870], [4.830, -1.503, 1.561], [4.003, -0.637, 2.863], [3.666, -0.250, 1.174], [0.269, 0.297, -3.968], [1.312, 1.420, -3.977], [2.085, 1.175, -4.714], [1.831, 1.535, -3.017], [0.893, 2.394, -4.241], [-1.786, 1.999, -2.386], [-0.882, 3.128, -1.860], [-1.490, 4.020, -1.655], [-0.113, 3.412, -2.585], [-0.372, 2.875, -0.921], [2.491, 1.617, -0.386], [3.057, -3.364, 2.747], [3.104, -3.094, 3.806], [2.286, -4.133, 2.628], [4.015, -3.815, 2.453], [-0.452, 0.057, -5.287], [0.305, -0.197, -6.042], [-1.140, -0.793, -5.221], [-1.019, 0.925, -5.635], [-2.548, 2.387, -3.648], [-3.214, 3.231, -3.394], [-1.882, 2.707, -4.463], [-3.181, 1.566, -4.010], [1.147, -1.208, 4.780], [2.234, -1.298, 4.927], [0.734, -0.613, 5.612], [0.699, -2.210, 4.836], [-0.310, -0.356, 3.463], [-2.533, 1.786, -1.599], [2.818, -2.566, 0.801], [0.828, -0.627, -3.746], [3.180, 2.530, -0.298], [1.031, -2.318, -1.625], [1.686, -1.902, -1.615], [-1.978, 2.156, 3.126], [-2.026, 2.098, 1.761], [-2.974, 2.845, 1.156], [-1.237, 1.346, 1.101], [-2.529, 2.804, 3.658], [-1.241, 1.658, 3.613], [-3.034, 2.883, 0.147], [-3.566, 3.504, 1.668]],
  "forces_ev_per_a": [[-0.4, 0.7, 0.5], [1.0, 0.3, 1.6], [-0.1, 1.5, -1.2], [0.0, 0.1, 0.0], [-0.3, 0.1, -0.5], [-0.1, -0.4, 0.0], [-0.2, 0.3, 0.3], [0.4, 0.0, 0.1], [0.0, -0.1, -0.2], [0.1, 0.2, 0.0], [0.2, 0.1, -0.3], [0.1, 0.2, 0.0], [0.1, -0.2, 0.0], [0.2, -0.3, 0.5], [-0.3, 0.4, 0.1], [-0.2, -0.3, -0.2], [-0.1, -0.6, 0.2], [0.0, -0.1, 0.0], [0.1, -0.1, -0.1], [0.0, -0.2, 0.1], [-0.2, 0.0, 0.1], [-0.5, -0.8, 0.2], [0.1, -0.1, 0.1], [-0.1, 0.0, 0.1], [0.0, -0.1, -0.1], [-0.1, -0.2, 0.1], [-0.7, -0.5, -0.4], [0.0, 0.0, -0.1], [-0.2, 0.1, 0.0], [-0.2, -0.1, -0.1], [0.0, -0.1, -0.1], [-0.3, -0.3, -0.5], [0.0, 0.0, -0.1], [0.1, -0.1, -0.1], [-0.2, 0.0, 0.1], [-0.1, -0.1, -0.1], [2.2, 2.7, 0.2], [0.9, -0.4, 0.0], [0.0, 0.0, -0.2], [0.1, 0.2, 0.0], [-0.1, -0.1, 0.3], [0.6, 0.0, -0.8], [-0.3, 0.1, -0.1], [0.1, 0.2, 0.0], [0.1, -0.1, 0.1], [-0.5, 0.7, 0.1], [0.1, -0.2, -0.4], [-0.2, -0.1, 0.3], [0.2, 0.2, 0.1], [-0.2, 0.4, 0.7], [-0.3, 0.1, -0.1], [0.3, -0.3, 0.0], [0.1, 0.2, 0.0], [0.2, -0.2, -0.1], [0.2, -0.2, -0.2], [-0.2, 0.1, 0.2], [-0.2, 0.1, 0.1], [-1.8, -2.4, -0.2], [0.6, 0.5, 0.1], [-0.5, -0.5, -0.2], [0.4, -0.3, -0.6], [1.0, -1.1, -0.3], [-0.4, 0.6, 0.2], [-1.1, 1.3, 1.0], [-0.1, 0.0, 0.0], [-0.3, 0.2, -0.4], [0.2, -0.2, 0.3], [0.5, -0.6, -0.3]],
  "lowdin_charge": [1.156, 0.903, 0.905, -0.336, -0.325, 0.074, 0.087, -0.378, 0.094, 0.109, -0.377, 0.108, 0.095, -0.325, 0.088, 0.074, -0.562, -0.126, 0.084, 0.040, 0.065, -0.572, -0.105, 0.089, 0.072, 0.035, -0.572, -0.104, 0.089, 0.036, 0.072, -0.564, -0.121, 0.085, 0.065, 0.039, -0.047, -0.118, 0.070, 0.072, 0.085, -0.118, 0.085, 0.072, 0.070, -0.118, 0.084, 0.077, 0.077, -0.117, 0.077, 0.084, 0.077, 0.091, 0.085, 0.092, 0.085, 0.094, 0.052, 0.030, 0.189, -0.575, 0.189, -0.166, 0.111, 0.091, 0.095, 0.130]
}